No. 1
Formula: C4H8O3
Source: the Open Molecules 2025 dataset
Level of theory: the ωB97M-V functional and the def2-TZVPD basis

Values from the calculation:
M = 104.105 g/mol
2S+1 = 1
E_HOMO = -9.77 eV
relative energy (zero: lowest compared OMol25 entry of this formula, charge and spin) = 1.750 eV

Last columns: bonded neighbours and bond lengths (Å).
Geometry (Å):
1 O -1.1824 -0.9999 -1.2334  C2 1.217
2 C -0.9389 -0.2892 -0.2761  O1 1.217, C3 1.529, C5 1.507
3 C -1.1625 -0.8696 1.1210  C2 1.529, O4 1.410, H8 1.094, H9 1.104
4 O -0.4677 -2.0926 1.2231  C3 1.410, H10 0.969
5 C -0.2722 1.0513 -0.4509  C2 1.507, C6 1.550, H11 1.094, H12 1.093
6 C 1.2006 0.7609 -0.8377  C5 1.550, O7 1.413, H13 1.098, H14 1.097
7 O 2.0838 1.4233 0.0438  C6 1.413, H15 0.963
8 H -0.7910 -0.2128 1.9129  C3 1.094
9 H -2.2488 -1.0070 1.2583  C3 1.104
10 H -0.6653 -2.5739 0.4054  O4 0.969
11 H -0.7842 1.6124 -1.2378  C5 1.094
12 H -0.2822 1.6404 0.4695  C5 1.093
13 H 1.3681 -0.3236 -0.8123  C6 1.098
14 H 1.3682 1.0823 -1.8725  C6 1.097
15 H 2.7747 0.7979 0.2867  O7 0.963

No. 2
Formula: C4H8O3
Source: the Open Molecules 2025 dataset
Level of theory: the ωB97M-V functional and the def2-TZVPD basis

Values from the calculation:
M = 104.105 g/mol
2S+1 = 1
E_HOMO = -10.38 eV
relative energy (zero: lowest compared OMol25 entry of this formula, charge and spin) = 0.841 eV

Last columns: bonded neighbours and bond lengths (Å).
Geometry (Å):
1 C -2.3404 -0.8529 -0.2116  O2 1.431, H8 1.094, H9 1.090, H10 1.090
2 O -0.9710 -0.5180 -0.4597  C1 1.431, C3 1.334
3 C -0.4105 0.3389 0.3951  O2 1.334, O4 1.213, C5 1.519
4 O -1.0169 1.0238 1.1911  C3 1.213
5 C 1.1058 0.2589 0.4185  C3 1.519, C6 1.519, O7 1.401, H11 1.107
6 C 1.8251 0.0725 -0.9067  C5 1.519, H12 1.093, H13 1.094, H14 1.094
7 O 1.6142 1.3827 1.0820  C5 1.401, H15 0.971
8 H -2.3545 -1.7449 0.4216  C1 1.094
9 H -2.7938 -1.0734 -1.1776  C1 1.090
10 H -2.8537 -0.0324 0.2906  C1 1.090
11 H 1.2546 -0.6607 1.0167  C5 1.107
12 H 1.4231 -0.7805 -1.4595  C6 1.093
13 H 2.8819 -0.1132 -0.6930  C6 1.094
14 H 1.7582 0.9736 -1.5226  C6 1.094
15 H 0.8779 1.7255 1.6150  O7 0.971

Number 1: HOMO-LUMO gap 0.38463 Eh. Number 2: HOMO-LUMO gap 0.41118 Eh.